Entry 1:
14
Properties=species:S:1:pos:R:3:forces:R:3 method="wB97M-V/def2-TZVPD" total_charge=+1 total_energy_ha=-286.79436 de_lowest_ev=4.0306
H -1.321464 0.525084 -1.519461 -0.4687 -0.5071 0.5622
C -0.238425 0.831037 0.367817 -0.9029 0.4192 1.0819
H -3.139377 -0.659625 -0.354134 0.6210 0.5147 -0.5053
H -0.542431 -1.660869 0.690633 0.8771 0.7172 0.2830
C -1.368903 0.285623 -0.439228 1.8538 -0.9861 -2.3949
C 2.087125 0.410988 -0.082102 0.2503 -1.5058 0.1580
H 2.936397 -0.244353 -0.325492 -0.8226 -0.1022 0.2966
H 2.260678 1.435840 -0.235923 -0.1695 1.2434 0.1448
N 0.923477 -0.020364 0.301660 -0.8991 -1.4828 -1.4954
C 0.352943 -1.310239 0.160372 0.5123 -0.3909 -1.0277
H 0.047897 1.828900 0.260161 0.2683 1.7848 -1.0316
O -2.420553 -0.216882 0.133457 -0.2276 0.2537 1.2691
H -0.580374 0.860565 1.347329 -0.5541 -0.3460 2.2702
H 1.003008 -2.065703 -0.305085 -0.3385 0.3880 0.3891



Entry 2:
135
Properties=species:S:1:pos:R:3:forces:R:3 method="wB97M-V/def2-TZVPD" total_charge=+1 total_energy_ha=-8679.50929 de_lowest_ev=6.2257
O 2.155292 -6.818535 -1.608918 -3.3278 -0.7689 -0.8138
H 4.544210 1.071523 -0.747437 -0.2871 -0.3391 0.4983
F -1.889816 0.217467 2.754381 0.6098 -0.2003 0.5372
H 6.154993 0.480655 -0.737432 0.3647 -0.2486 -0.5238
C -5.585920 -4.967905 4.381358 -0.5802 -0.1841 1.1251
S -1.344802 0.088355 1.225536 -5.4956 5.7918 1.4273
O -2.566469 -4.777338 1.845749 -1.8419 0.1420 1.5159
H 3.693096 -4.749905 -7.473523 -0.2508 -0.1301 0.3501
O -1.377681 8.948826 1.176041 0.8621 -1.5326 -1.2263
H -1.561258 2.263036 -5.231073 -0.4528 0.9858 -0.3842
O -1.669531 6.399057 1.216558 0.7624 0.6069 0.4830
P 2.382881 -4.332283 -5.059397 1.2666 -1.3241 -0.2816
H -3.449538 -7.397049 3.475434 0.0394 0.0500 -0.0746
P -4.587968 3.111065 6.640994 -0.0818 -0.1685 -1.7804
O -0.305103 -2.405056 -0.535944 -0.0496 2.1284 1.4599
H -2.713048 0.358894 -3.746375 -0.1985 0.1719 -0.1853
H -2.275884 1.412000 8.690950 -0.3808 0.5081 0.2473
O 2.675470 1.723638 3.184034 -0.5974 -0.9894 0.2011
H -5.202465 -7.692529 3.467671 -0.0970 0.4215 0.0631
H -4.228090 -2.623491 0.418553 0.2484 0.1439 0.6109
H 0.803639 -2.102051 -3.020980 0.1893 0.2056 -0.3997
C -0.395044 6.415120 -1.703646 0.7668 0.0382 -0.0240
O 3.524532 -0.199752 -3.689738 -0.1995 -0.8185 0.4260
O -0.289963 3.234751 -1.332220 -3.0863 -0.8525 -1.6105
O -3.892025 1.827415 7.420499 0.0381 1.1908 -0.6060
O -0.976749 7.449737 -0.887583 0.1597 0.5099 0.4012
C 3.159175 -6.900916 -5.078049 0.5511 -1.0472 -0.1067
C 5.229489 0.439019 -1.311730 -0.9362 0.3693 1.2236
O 1.749794 -4.444351 -6.545713 0.3947 0.0453 1.5838
H 4.827722 -0.572634 -1.368572 0.1581 -0.0707 -0.0800
C 6.375601 -1.636825 -5.148111 0.4185 1.4136 -0.1421
H 7.233158 -1.138881 -5.600611 0.1798 0.2749 0.3900
H -1.296578 -4.599094 -2.714764 0.4312 0.3285 0.6082
H -0.255913 -5.238621 -0.362518 -0.5253 1.0279 0.0221
H -1.007374 0.595962 -3.958989 0.2560 0.2840 -0.0688
H 0.124967 6.897500 -2.531298 0.2569 0.0654 0.2352
H -4.583776 -4.069698 -0.375949 -0.7875 -0.2090 -0.3131
H -5.005291 2.061363 4.048866 -0.2107 0.5819 -0.0591
O -4.279494 -4.826427 3.884450 2.2466 0.2912 -2.6417
O -1.021752 1.477701 0.898758 -0.0877 -2.6892 0.5467
C 2.619976 -4.793029 -7.659668 -1.2542 0.3170 -0.5678
O -5.136613 -4.073024 1.590304 1.6909 -2.7295 3.8428
H 2.357583 -4.084596 -8.445402 0.2848 0.1887 0.0763
C 4.320372 5.225880 2.797132 0.6290 1.5061 0.2233
H -3.268467 1.956273 3.820829 -0.0198 -0.2174 0.0490
O -0.348334 -7.078529 -0.884273 3.2367 -4.7425 -0.7911
H -0.794929 4.828574 2.367344 -0.1652 0.6554 0.4440
O 3.686960 -3.603475 -5.099248 -1.5378 -0.8127 0.4606
H -5.507768 5.441606 8.688572 -0.0509 -0.1094 -0.2676
O -4.195507 4.370173 7.518885 0.5500 -0.8989 -1.1325
C -1.072670 -5.604680 -2.358733 -1.4321 1.2300 -1.2522
S 0.810159 -7.192462 -2.085808 0.8144 -1.1793 -0.7243
H -5.870383 -4.044268 4.885417 -0.1954 0.1193 -0.4424
O -3.760257 3.323549 5.238925 -0.2622 0.0283 2.0598
F 1.752337 -1.515839 0.266671 -0.6088 0.0560 0.3587
H 2.233483 -5.742788 -8.029384 0.5810 -0.2556 0.1910
O 0.419326 -0.069773 -1.014799 -1.1842 -0.5762 1.7171
H 3.798802 6.012053 2.251247 -0.7124 -0.7095 -0.4974
H 6.419704 0.362674 2.824874 -0.4481 0.3180 0.6056
H 5.221650 0.345153 1.533249 -0.3041 0.3845 0.0361
H -5.467306 -5.696383 5.183449 -0.6241 -0.3325 -0.2081
C -2.178525 2.401327 -4.343395 0.1850 -0.5111 -0.1128
H -1.881923 10.678723 0.117063 -0.1894 -0.1866 0.2868
H -5.912743 -2.899331 0.249218 -0.0213 -0.4598 -0.7054
H 5.664679 -1.629715 -5.974330 -0.5544 -0.3786 0.6263
C -1.002511 10.232341 0.581250 -0.3023 -0.1049 0.0797
H 4.036665 -6.528352 -5.606550 -0.0793 -0.2575 -0.4132
H 2.120228 2.026714 -0.310595 -0.0494 0.1608 0.0629
O -2.823135 3.556475 -1.275623 3.0768 -1.9147 -1.4722
H -1.071271 5.711472 -2.189132 -0.8538 0.5035 0.4924
H -1.835997 4.268297 1.134366 -0.4298 0.6409 -0.5018
O 2.464802 -5.885873 -4.477378 -1.4208 4.4657 0.5849
C 2.182589 2.861927 0.386992 -0.0684 0.4209 0.2377
C -2.456238 1.869883 7.718359 -0.8113 -0.4348 -0.3357
H -2.065640 2.883860 7.632522 0.0557 -0.1522 0.1521
O 5.949727 -0.834259 -3.961794 -0.2650 -0.5166 -0.8522
H -1.890575 -6.042175 -0.356882 -0.0686 0.5833 -0.1256
H 0.278196 5.788519 -1.118639 0.2395 0.2820 -0.1186
C -1.133538 5.070641 1.359954 0.8691 -0.4890 0.4346
O 5.033606 1.374269 -5.095083 -0.1738 -1.0479 1.0712
O 3.504069 4.117233 3.208059 1.0277 -2.2758 -0.8542
C 1.554924 -2.890963 -3.057051 -0.3285 0.6601 1.4445
H -6.271074 -5.255163 3.583774 -0.2152 -0.0226 0.3892
S 0.214253 -1.125255 -0.056616 4.2146 -3.7243 -2.3923
H -5.496133 3.746521 9.159870 0.1085 -0.4293 -0.7394
H 1.439859 -3.357262 -2.078574 -0.0576 -0.7178 -0.1824
O -6.030543 3.052942 6.365792 0.5972 -1.0286 0.6487
H 3.506776 -7.514592 -4.246973 0.0840 -0.3792 -0.2669
K 0.761161 -0.211081 4.035904 0.5397 1.1500 -0.0540
H -4.226048 -8.458072 2.278404 0.2597 0.1134 -0.0545
H 1.970815 -0.288891 -5.032321 0.4516 -0.0072 -0.4423
O -2.523434 -0.480819 0.613669 1.8071 -0.2581 -0.1228
H 2.565470 -2.483086 -3.033765 -0.0164 -0.0178 -0.7959
O 3.517826 2.891359 0.967014 0.2530 -1.0178 1.5232
N -0.147218 -0.827206 1.585300 0.8704 -1.0084 -3.0850
H 1.430926 2.785914 1.172702 -0.0332 -0.2533 -0.1043
O 5.249762 2.150557 2.733561 -2.9439 0.6524 0.4352
H 2.402598 -7.427859 -5.659446 0.6846 -0.4811 -0.5294
C -4.088957 2.649964 4.004357 1.0778 -0.3328 0.3685
O -1.638545 3.408640 -3.515249 0.9992 0.2176 1.8178
O -4.508139 -6.495601 1.909444 0.1594 2.1424 0.1589
H -0.226719 4.915331 0.775444 -0.2266 0.1242 -0.3396
H 5.253063 5.034383 2.266539 -0.2664 -0.8176 -0.1418
H 4.637261 5.819331 3.654747 -0.0751 -0.6383 0.6240
O 0.597494 -8.469982 -2.788234 0.5836 2.9317 1.8049
H -0.655854 10.865344 1.398088 0.0737 -0.0936 -0.1727
C -4.887188 4.546967 8.739643 0.2210 1.1802 1.5646
H 2.020193 3.822686 -0.101547 0.1678 -0.2038 -0.1838
C 2.323686 0.328775 -4.206444 -0.6636 0.1036 -1.0777
H -1.886946 -6.166574 -2.816279 0.0761 -0.6459 0.1704
C -1.917734 1.094491 -3.626097 -0.5253 -1.2393 -0.2455
H 6.615800 1.492654 1.527145 0.0336 -0.6581 -0.5097
H 2.487346 1.347463 -4.558002 -0.2306 -0.0035 0.0748
O 5.296127 1.103537 -2.527884 0.5244 -0.2672 -2.8045
C -4.325757 -7.529704 2.840798 0.0468 -1.6831 0.4678
H -4.101959 4.757437 9.465737 -0.0912 0.0031 0.1798
S -1.619607 2.968678 -1.913470 -0.4553 0.8055 0.3694
P 3.666110 2.597301 2.553912 1.9871 2.9493 -0.7345
H -3.223482 2.668168 -4.501359 0.0562 -0.4252 -0.3381
P -0.649279 7.570872 0.699186 -0.3401 -0.7884 -0.2240
O 1.213072 -3.767497 -4.115836 1.1465 -0.3552 -1.4315
K -0.400776 -3.433857 2.980702 -0.5834 -0.4975 -0.7526
O 0.167118 -5.966863 -2.945101 0.8436 -1.2061 1.0106
C 5.860357 0.993036 2.133597 0.9003 0.6962 -0.7188
O -1.818715 1.337474 -2.259022 0.1791 2.3484 2.1966
H -1.944573 1.182521 7.044689 -0.0219 0.2632 -0.4885
O 0.780258 7.383578 1.086493 -1.7046 0.2799 -0.5272
H 1.466581 0.245727 -3.538180 0.5717 0.3109 0.8495
H -0.269487 10.180100 -0.223774 0.2567 -0.4227 0.3045
P 4.953063 0.411848 -3.972976 1.2905 1.0633 0.4057
C -4.970017 -3.421989 0.411069 0.7565 1.8988 -2.2745
H -3.987280 3.380284 3.201621 -0.7228 0.0573 0.1355
H 6.733709 -2.623186 -4.853250 -0.7283 0.1520 0.3577
C -0.952302 -5.890164 -0.890383 -0.7744 2.3935 0.2818
P -3.990913 -5.017019 2.301412 -0.6970 0.5553 -1.2013



Entry 3:
68
Properties=species:S:1:pos:R:3:forces:R:3 method="wB97M-V/def2-TZVPD" s_squared=0.754 total_charge=-1 total_energy_ha=-1663.40834 spin_multiplicity=2
C -1.474290 1.872741 0.375411 -0.0378 -0.6844 1.0727
H 6.354262 -2.565437 -1.880524 -0.0400 0.0456 -0.0480
O -3.182152 0.892126 -2.773744 0.4423 0.0943 0.9344
H -0.558997 2.299483 0.772007 0.2221 -0.0401 0.0398
C -2.753635 -0.175264 -1.893036 0.1471 -0.5150 -0.3574
H -2.219245 4.379783 1.201928 0.1110 0.1861 -0.0680
Si 4.844842 -2.573507 0.128207 -1.3797 0.8218 -0.1438
H -3.861374 2.104112 -0.435344 0.0019 -0.1945 -0.1459
H 3.577738 -3.704411 1.958008 -0.0440 0.0312 -0.0250
H 4.828722 1.253693 0.971934 -0.0013 -0.0712 0.0087
H -3.917545 3.683142 0.257070 0.0567 0.2450 0.1166
C 6.205801 -1.925211 1.275348 0.3312 -0.4350 0.0441
C -1.228659 0.346206 0.161845 -0.4675 0.4717 -0.9224
H -3.516878 -0.326793 -1.127706 0.1004 0.1635 0.2561
H -2.738868 -1.091875 -2.486573 -0.1842 -0.0377 -0.1546
C -2.040309 -0.633806 1.045865 0.2430 0.7127 -0.0201
H -5.241256 -0.083397 2.317671 -0.1217 0.2899 0.0309
H -4.581836 -1.396208 1.382771 -0.0370 -0.1481 -0.0978
C 5.680969 -3.287634 -1.414418 0.3716 -0.3521 0.2197
C -4.440194 0.671379 -3.226288 0.0938 0.5182 3.1968
C 4.585672 -0.175563 -2.771969 0.0316 0.5468 -0.1756
H -1.139415 3.579795 2.320586 0.0659 -0.0293 0.3976
H 2.408964 1.907056 -1.662259 -0.1284 0.0203 0.0061
H -5.439808 1.269226 -1.361753 0.1261 0.0121 0.1010
H -1.937670 -1.028995 3.649542 0.0974 0.3167 0.3583
H 5.769339 -1.414887 2.136060 -0.0429 0.0381 -0.0392
H 3.990891 -0.909825 -3.318765 0.0062 -0.0484 0.0509
N 3.654601 -1.432905 -0.217028 0.7496 0.2006 -0.2552
C -4.507289 -0.326955 1.555238 0.2642 0.2373 -0.2439
H 1.564594 0.346504 -1.714895 0.0168 -0.0316 0.0074
O -4.612957 0.400309 -4.333242 -0.6409 -0.9255 -4.7404
C -5.632884 0.781572 -2.310165 0.0270 0.4277 0.7276
H -2.560146 -1.361183 0.430241 -0.1059 -0.0820 -0.1691
C -2.962239 -0.897994 3.333488 -0.3675 -0.4217 -0.7092
C -3.077719 -0.053940 2.043651 -0.5587 -1.3221 1.0817
Si 3.930297 0.027230 -1.006641 -0.5213 -1.3389 0.7941
H 3.270900 -4.492583 0.396678 -0.0381 0.0471 0.0030
H -6.384467 1.357066 -2.834710 -0.1122 0.1257 -0.1801
H 4.932617 -3.591575 -2.148799 -0.0343 0.0612 0.0006
H -1.336270 -1.218556 1.624858 0.2317 -0.0281 0.0950
H 6.872001 -1.230706 0.759535 -0.0273 0.0695 0.0017
H 5.077675 2.195608 -0.505839 0.0562 0.0152 0.0532
H -1.654688 2.388451 -0.558711 -0.0557 -0.0351 -0.3026
H -0.912521 0.882072 -1.885695 0.1215 0.0807 -0.2176
H -6.079286 -0.184630 -2.108273 0.1173 -0.3269 -0.0660
C -2.614083 2.292194 1.336940 0.2633 2.1369 -0.2893
H -3.622839 -0.527820 4.110921 0.1927 0.1953 0.2392
H -0.183647 0.177237 0.380826 0.2071 0.0013 0.1453
H -3.330011 -1.889492 3.063556 0.0403 -0.1481 0.0491
C -3.868758 2.633263 0.510747 -0.4305 -1.0444 0.2178
C 2.280860 0.946389 -1.148947 0.1499 0.3719 -0.1995
H 5.628971 -0.496831 -2.780041 0.0051 -0.0754 0.0118
H 4.534383 0.774738 -3.319452 0.0322 -0.0417 -0.0584
H -2.838714 3.923270 2.778457 -0.0484 0.0371 0.2723
H 1.867070 1.142072 -0.155971 0.0298 -0.0324 0.0155
C -1.344925 0.038032 -1.359140 -0.1340 0.4358 0.7790
H -4.778727 2.343011 1.035405 -0.1016 0.2342 0.0698
N -2.853377 1.352602 2.442167 1.0167 -0.6798 -0.9932
C 5.110161 1.183913 -0.080542 -0.0024 0.4534 -0.3417
C 4.038314 -4.034735 1.024564 0.4373 -0.2024 0.0136
H -4.739301 0.165655 0.617385 -0.1788 0.1507 -0.0428
H 6.824449 -2.750689 1.650673 0.0380 0.0535 0.0353
H 4.784952 -4.801998 1.264727 -0.0851 -0.0579 0.0478
C -2.164412 3.627899 1.984298 -0.1922 -0.2620 -0.6047
H 6.144303 0.839877 -0.143239 0.0138 -0.0532 0.0525
H 6.280183 -4.171094 -1.158097 0.0137 -0.0011 -0.0730
H -0.694794 -0.799832 -1.582033 -0.1445 -0.3683 -0.1401
O -2.017346 1.478627 3.405227 -0.2090 0.1851 0.2779